(1)
Below is 5 unconnected molecules or ions with the total composition C32H50BrNO15P in a non-equilibrium geometry, with properties calculated with the ωB97M-V functional and the def2-TZVPD basis.

XYZ file:
```
100
Properties=species:S:1:pos:R:3
C 2.6662 1.3148 0.9202
N 3.2912 0.7285 -0.2577
C 2.3669 0.4429 -1.3473
P 1.9326 1.9808 -2.4349
C 2.0605 3.5375 -3.5632
C 1.8324 3.5317 -4.9280
C 1.9943 4.6960 -5.6568
C 2.3748 5.8762 -5.0693
C 2.6003 5.8972 -3.7015
C 2.4364 4.7367 -2.9805
O 0.7535 2.6520 -1.3555
C -0.4136 1.8620 -1.3821
C -0.5484 1.0537 -2.7414
C -1.8292 1.4705 -3.5060
C -1.6151 2.5769 -4.5760
C -2.0012 3.9740 -4.1315
C -2.9671 4.6684 -4.8373
C -3.3299 5.9485 -4.5072
C -2.7396 6.6040 -3.4405
C -1.8036 5.9037 -2.7171
C -1.4346 4.6215 -3.0499
C -0.7062 -0.4932 -2.4428
C 0.2553 -1.3041 -3.2960
O 1.1082 -2.0242 -2.8533
Br 0.0959 -1.2533 -5.2769
O 0.6819 1.2296 -3.3832
H 3.1045 0.9290 1.8536
H 1.6109 1.0081 0.9562
H 2.6495 2.4145 0.8992
H 4.0995 1.2520 -0.5673
H 1.4906 -0.0620 -0.9079
H 2.8523 -0.2920 -2.0033
H 2.9004 2.6869 -1.6121
H 2.9033 1.4267 -3.3759
H 1.5595 2.6069 -5.4331
H 1.8377 4.6598 -6.7364
H 2.5159 6.7650 -5.6804
H 2.8986 6.8327 -3.2297
H 2.6493 4.7760 -1.9112
H -1.2973 2.4580 -1.1106
H -0.2889 1.1690 -0.5262
H -2.5346 1.8758 -2.7657
H -2.3505 0.6396 -3.9918
H -2.2985 2.3386 -5.4052
H -0.6145 2.5621 -5.0204
H -3.4798 4.2199 -5.6881
H -4.0700 6.5025 -5.0827
H -3.0172 7.6270 -3.2052
H -1.3262 6.3605 -1.8515
H -0.6600 4.1504 -2.4459
H -0.4758 -0.6813 -1.3898
H -1.7311 -0.8491 -2.5998
C -4.3129 -4.2921 1.0374
O -3.2285 -4.2150 0.1123
C -2.0801 -3.7925 0.6428
O -1.9081 -3.4852 1.7976
O -1.1663 -3.7673 -0.3176
C 0.1317 -3.3265 0.1016
H -5.1836 -4.6425 0.4892
H -4.0920 -5.0027 1.8332
H -4.5339 -3.3096 1.4525
H 0.5385 -3.9946 0.8601
H 0.0881 -2.3049 0.4761
H 0.7792 -3.3483 -0.7695
C 6.8931 3.9713 3.1304
O 6.4041 5.2935 2.9076
C 5.2046 5.3337 2.3175
O 4.5523 4.3843 1.9839
O 4.8590 6.6132 2.1626
C 3.5872 6.7954 1.5338
H 7.8644 4.0665 3.6099
H 6.2255 3.4200 3.7911
H 7.0154 3.4419 2.1867
H 2.7947 6.3504 2.1334
H 3.5887 6.3707 0.5312
H 3.4169 7.8668 1.4630
C -7.6055 -8.7892 3.8137
O -6.5707 -7.8243 3.6311
C -5.3527 -8.2581 3.9679
O -5.0879 -9.3518 4.3926
O -4.4885 -7.2695 3.7508
C -3.1314 -7.5936 4.0705
H -8.5372 -8.3200 3.5079
H -7.4300 -9.6647 3.1903
H -7.6828 -9.0773 4.8612
H -2.7796 -8.4219 3.4574
H -3.0329 -7.8313 5.1280
H -2.5255 -6.7178 3.8520
C 1.8398 -6.7411 7.1926
O 0.7366 -6.3932 6.3590
C 0.8991 -5.2443 5.6891
O 1.8646 -4.5309 5.7467
O -0.1905 -5.0383 4.9560
C -0.1635 -3.8331 4.1738
H 1.5901 -7.6819 7.6773
H 2.7428 -6.8787 6.5994
H 1.9995 -5.9820 7.9572
H 0.6595 -3.8567 3.4618
H -0.0844 -2.9598 4.8201
H -1.0961 -3.7764 3.6233
```

For the HOMO energy, the calculation gives -3.96 eV. The value obtained for the max |F| is 3.11 eV/A. The calculation puts the LUMO energy at 1.86 eV. Its total charge is -1. For the total energy, the calculation gives -145529.004 eV.

=====

(2)
Below is a molecular structure, C12H18AlB2F4NO4 in a non-equilibrium geometry, with properties calculated with the ωB97M-V functional and the def2-TZVPD basis.

XYZ file:
```
42
Properties=species:S:1:pos:R:3
C -0.2366 -3.2804 1.3490
B -0.7102 -1.9530 2.0664
O -1.3349 -2.0232 3.3007
C -0.4145 -0.5711 1.3102
C 0.6997 0.1333 1.6767
N 1.0644 1.2844 1.1050
C 2.2421 2.0157 1.5501
C 3.4818 1.5140 0.7039
C 4.8944 1.7169 1.4679
O 4.2985 2.4871 0.2231
C 0.2978 1.7821 0.1257
C -0.8407 1.1568 -0.3152
C -1.5913 1.8372 -1.4530
C -0.5726 2.4361 -2.4482
O -0.5096 3.6238 -2.6791
C -1.2526 -0.0570 0.2824
B -2.5780 -0.8140 -0.1956
C -3.9170 -0.0663 -0.6034
O -2.6370 -2.2062 -0.3223
H -0.9105 -3.5751 0.5357
H -0.1692 -4.1160 2.0667
H 0.7647 -3.1604 0.9079
H -0.7182 -2.3683 3.9585
H 1.3224 -0.2493 2.4862
H 2.5181 1.8115 2.5850
H 2.1891 3.0944 1.3886
H 3.3599 0.5945 0.1101
H 5.8882 2.0107 1.0916
H 5.1018 0.6165 1.2181
H 0.6254 2.7323 -0.2968
H -2.1902 1.1275 -2.0277
H -2.1904 2.6589 -1.0374
H 0.1264 1.7156 -2.9323
H -4.8024 -0.6217 -0.2656
H -3.9433 -0.1244 -1.7075
H -3.9392 0.9924 -0.3207
H -3.1868 -2.5321 0.4050
F -1.0895 -0.5636 -2.8605
Al -0.0404 -1.9326 -3.0724
F -0.8470 -3.1271 -3.9742
F 0.3648 -2.5486 -1.5217
F 1.3825 -1.4511 -3.8808
```

For the HOMO energy, the calculation gives -9.90 eV. The value obtained for the max |F| is 3.46 eV/A. The calculation puts the LUMO energy at -1.98 eV. Its total charge is 0. For the total energy, the calculation gives -41240.212 eV.

=====

(3)
Below is 2 unconnected molecules or ions with the total composition C3H5N3O in a non-equilibrium geometry, with properties calculated with the ωB97M-V functional and the def2-TZVPD basis.

XYZ file:
```
12
Properties=species:S:1:pos:R:3
C -1.1417 0.5033 -1.6672
C 1.1668 -1.1908 2.1053
C -1.1866 1.5726 -2.5570
N -0.1559 -0.9496 3.9972
N 0.7312 -1.0602 3.3544
N -0.8487 -0.1858 -0.7503
O 2.2763 -1.5636 1.7535
H -1.3680 2.3633 -1.9361
H -1.6453 1.3802 -3.5317
H -0.1711 1.6628 -2.8779
H -0.7915 -1.0069 -0.1438
H 3.1345 -1.5251 2.2536
```

For the HOMO energy, the calculation gives -19.92 eV. The value obtained for the max |F| is 6.11 eV/A. The calculation puts the LUMO energy at -11.30 eV. Its total charge is +2. For the total energy, the calculation gives -9685.537 eV.

=====

(4)
Below is a single C4H4N2O molecule, with properties calculated with the ωB97M-V functional and the def2-TZVPD basis.

XYZ file:
```
11
Properties=species:S:1:pos:R:3
O -3.1124 -0.6023 -0.9277
C -1.9829 -0.4103 -0.6808
C -0.7386 -0.1322 -0.3453
C -0.1754 1.2174 -0.2779
N 1.0179 1.2405 0.1625
C 1.4031 -0.1254 0.4709
N 0.3331 -1.0267 -0.0281
H -0.7047 2.1173 -0.5786
H 1.5299 -0.2095 1.5598
H 2.3534 -0.3521 -0.0223
H 0.0765 -1.7168 0.6674
```

For the HOMO energy, the calculation gives -7.99 eV. The value obtained for the max |F| is 0.95 eV/A. The calculation puts the LUMO energy at 0.48 eV. Its total charge is 0. For the total energy, the calculation gives -9238.565 eV.

=====

(5)
Below is a single C4H4N4 molecule in a non-equilibrium geometry, with properties calculated with the ωB97M-V functional and the def2-TZVPD basis.

XYZ file:
```
12
Properties=species:S:1:pos:R:3
N -3.4107 -0.1022 -0.1461
C -2.2181 0.1005 -0.0269
C -0.8202 0.2077 -0.0374
C -0.0735 1.2840 -0.0541
N 1.2648 1.0661 -0.1282
N 1.9408 -0.1569 -0.1178
C 1.1732 -1.2018 -0.1287
N -0.1952 -1.1094 0.0373
H -0.5087 2.3025 0.0499
H 1.9760 1.7252 0.4019
H 1.6440 -2.2036 -0.1193
H -0.7722 -1.9121 0.2695
```

For the HOMO energy, the calculation gives -7.43 eV. The value obtained for the max |F| is 7.03 eV/A. The calculation puts the LUMO energy at 0.37 eV. Its total charge is 0. For the total energy, the calculation gives -10170.264 eV.

=====

(6)
Below is a single C6H11N3O molecule in a non-equilibrium geometry, with properties calculated with the ωB97M-V functional and the def2-TZVPD basis.

XYZ file:
```
21
Properties=species:S:1:pos:R:3
C 0.3815 -1.5024 0.4105
C 2.4480 -0.8845 -0.7966
C -1.1046 0.3785 -0.1072
C -1.9592 -1.9434 -0.1195
C 3.1639 0.9912 0.7069
C -2.7789 1.8962 -0.4621
N 1.4685 -1.1909 -0.0920
N -0.8638 -0.9326 0.1038
N 3.2249 0.1801 -0.4449
O -2.4096 0.5813 -0.5039
H 0.3307 -2.2151 1.1781
H -2.9248 -1.5983 0.3419
H -1.9970 -2.1948 -1.1344
H -1.7988 -2.7194 0.5496
H 2.5236 1.9092 0.5293
H 2.7263 0.5171 1.6257
H 4.2281 1.1212 0.8003
H -3.7604 2.1393 0.0240
H -2.8212 2.2869 -1.4433
H -1.9017 2.5424 0.0094
H 3.8243 0.6383 -1.1755
```

For the HOMO energy, the calculation gives -7.82 eV. The value obtained for the max |F| is 4.21 eV/A. The calculation puts the LUMO energy at 0.89 eV. Its total charge is 0. For the total energy, the calculation gives -12912.829 eV.

=====

(7)
Below is a molecular structure, C4H11LaO4 in a non-equilibrium geometry, with properties calculated with the ωB97M-V functional and the def2-TZVPD basis.

XYZ file:
```
20
Properties=species:S:1:pos:R:3
O -0.8274 1.6346 -0.2268
C -1.4906 0.8940 0.7715
C -2.0896 -0.4007 0.2535
O -1.1041 -0.9948 -0.6031
C -1.3117 -2.3690 -0.9041
La 0.0713 0.6588 -1.9826
H -2.2875 1.4814 1.2553
H -0.7049 0.6222 1.5013
H -3.0305 -0.2602 -0.2994
H -2.3007 -1.0841 1.0886
H -0.5120 -2.6741 -1.5856
H -1.2445 -2.9677 0.0145
H -2.3022 -2.5002 -1.3624
O 1.6990 1.9848 -0.5430
H 0.7461 2.2611 0.3450
C 3.3460 0.7264 0.5257
O 2.8713 1.1975 -0.7225
H 2.7993 -0.1744 0.8418
H 4.3938 0.4547 0.3397
H 3.2789 1.5096 1.2928
```

For the HOMO energy, the calculation gives -17.38 eV. The value obtained for the max |F| is 4.55 eV/A. The calculation puts the LUMO energy at -8.92 eV. Its total charge is +2. For the total energy, the calculation gives -13354.937 eV.

=====

(8)
Below is 3 unconnected molecules or ions with the total composition C5H13NO2 in a non-equilibrium geometry, with properties calculated with the ωB97M-V functional and the def2-TZVPD basis.

XYZ file:
```
21
Properties=species:S:1:pos:R:3
C 0.2008 1.1206 -2.0817
N -0.0934 0.0286 -1.4486
C -0.5396 -0.2290 -0.1136
C -0.0398 0.5884 0.8224
C -1.4270 -1.4113 -0.0114
C -0.5060 -2.4733 0.7805
H 0.5381 1.0173 -3.1189
H 0.0518 2.2628 -1.7056
H -0.2047 0.6054 1.9016
H 0.4259 1.5932 0.7365
H -2.3761 -1.2449 0.4539
H -1.6024 -1.8310 -0.8690
H 0.2319 -2.9841 0.2133
H -0.0044 -1.8492 1.5356
H -1.1873 -3.0796 1.4094
O 4.0925 -0.8642 0.2645
H 4.0413 -1.5171 0.9074
H 4.2466 0.0146 0.6356
O -2.2314 2.9281 0.8844
H -2.6752 2.7865 1.7291
H -1.8513 1.9414 0.7424
```

For the HOMO energy, the calculation gives -8.91 eV. The value obtained for the max |F| is 5.98 eV/A. The calculation puts the LUMO energy at 0.51 eV. Its total charge is 0. For the total energy, the calculation gives -10977.651 eV.